{"formula": "C18H23N3O3Os", "method": "ωB97M-V with the def2-TZVPD basis set", "molar_mass_g_mol": 519.63, "homo_lumo_gap_ev": [7.79, 6.16], "total_charge": 4, "multiplicity": 5, "e_tot_ha": -1178.44439, "species": ["Os", "O", "O", "O", "N", "N", "N", "C", "C", "C", "C", "C", "C", "C", "C", "C", "C", "C", "C", "C", "C", "C", "C", "C", "C", "H", "H", "H", "H", "H", "H", "H", "H", "H", "H", "H", "H", "H", "H", "H", "H", "H", "H", "H", "H", "H", "H", "H"], "xyz": [[-1.4077, 0.2477, 0.5875], [-1.1864, -2.7435, 0.1274], [0.3375, -1.0513, 2.7889], [1.4786, -0.8913, -0.2101], [-0.8235, -1.2580, -2.1876], [-2.9856, -0.4796, 2.0112], [1.5161, 1.2566, 1.5321], [-2.6458, 1.9794, 0.8419], [-0.2306, -0.3720, 2.0377], [-1.2858, 2.3863, 0.9152], [3.3895, -0.6969, -1.6634], [1.9871, 2.1142, 2.1766], [-5.1745, -1.4355, 3.0108], [-0.2144, -1.2333, -3.1855], [2.1656, -2.1304, -0.1475], [-3.0717, 1.2718, -0.2990], [3.5387, -1.9575, -0.8196], [2.9499, 2.9189, 2.8738], [-0.8821, 1.6432, -1.3471], [0.3714, -1.5130, -4.4681], [-2.1735, 1.1018, -1.3785], [2.2922, 0.0453, -0.9136], [-1.2974, -1.5895, 0.1172], [-0.4698, 2.3570, -0.2320], [-4.0769, -0.7842, 2.3171], [2.7590, 0.7410, -0.2049], [1.2686, -0.9025, -4.6262], [1.6508, 0.6502, -1.5611], [-5.4028, -0.9693, 3.9763], [4.3174, -0.1339, -1.7394], [-6.0993, -1.4466, 2.4261], [4.2330, -1.7830, 0.0117], [3.8444, 2.9552, 2.2380], [-0.2159, 1.5400, -2.2083], [-3.3130, 2.1184, 1.6932], [-0.9138, 2.8783, 1.8066], [-4.0740, 0.8509, -0.3484], [1.5349, -2.8792, -0.6565], [0.6394, -2.5787, -4.4697], [2.5699, 3.9302, 3.0404], [-4.8814, -2.4768, 3.2109], [0.4965, 2.8747, -0.2507], [3.8628, -2.8551, -1.3506], [3.1809, 2.4272, 3.8245], [2.2638, -2.4412, 0.9102], [-2.4985, 0.5770, -2.2726], [-0.3574, -1.3153, -5.2702], [3.0340, -0.9476, -2.6648]], "forces_ev_per_angstrom": [[2.91, -1.38, 0.19], [-0.52, 4.38, -0.06], [-2.41, 3.12, -3.01], [1.02, -0.12, -0.28], [1.60, 0.69, -1.59], [-2.59, -0.20, 0.34], [-0.13, 1.93, 1.26], [-1.06, 1.75, 0.20], [3.27, -3.90, 4.80], [-0.53, 1.92, 0.67], [-0.46, -0.68, -0.16], [0.25, -2.35, -1.32], [-0.62, -0.14, -0.32], [-1.71, -0.98, 1.54], [1.32, -0.18, -0.46], [-1.71, 1.42, -0.92], [-0.15, -0.08, 0.98], [-0.03, 0.68, 0.29], [0.27, 0.91, -0.83], [0.48, 0.15, -0.56], [-1.10, -0.27, -0.67], [0.58, 0.34, -1.33], [0.25, -7.97, -0.51], [0.68, 1.07, -0.39], [1.72, -0.71, 1.14], [-0.25, -0.13, 0.52], [-0.17, -0.15, -0.16], [-0.19, -0.03, 0.34], [0.25, 0.28, -0.13], [-0.12, 0.09, 0.00], [0.09, 0.07, -0.07], [0.20, -0.08, -0.26], [-0.09, 0.08, 0.21], [-0.41, 0.01, 0.23], [0.24, 0.07, -0.18], [-0.16, 0.00, 0.01], [0.11, 0.20, -0.16], [-0.38, -0.06, 0.11], [-0.03, 0.21, -0.14], [0.19, -0.05, 0.13], [0.11, 0.18, -0.16], [-0.36, -0.37, 0.25], [-0.09, 0.17, 0.02], [0.03, 0.17, -0.03], [-0.58, -0.01, 0.00], [-0.05, -0.11, 0.25], [0.22, -0.05, 0.24], [0.14, 0.09, -0.06]]}